{"formula": "C8H12", "method": "wB97M-V/def2-TZVPD", "lumo_energy_ev": 1.08, "relative_energy_ev": 3.869, "smiles": "C=C1CCCC12CC2", "fmax_ev_per_a": 5.346, "elements": ["C", "C", "C", "C", "C", "C", "C", "C", "H", "H", "H", "H", "H", "H", "H", "H", "H", "H", "H", "H"], "coordinates": [[-0.2510, 2.2035, -0.0723], [-0.4171, 0.9371, 0.0972], [-1.7582, 0.3034, -0.0488], [-1.6016, -1.2146, 0.1980], [-0.1155, -1.4813, -0.0844], [0.6019, -0.2560, 0.1536], [1.9940, -0.2607, -0.6991], [1.7134, 0.0567, 0.9124], [0.7121, 2.6027, -0.2065], [-1.1044, 2.9758, -0.2876], [-2.4231, 1.1298, 0.5255], [-2.1306, 0.4734, -1.1269], [-2.2145, -1.9192, -0.5085], [-1.8459, -0.9687, 1.3520], [-0.0053, -2.4660, 0.5914], [0.0614, -1.7202, -1.1692], [2.4020, 0.4033, -1.3920], [2.2780, -1.2896, -1.0945], [2.1427, -0.6213, 1.6371], [1.9618, 1.1117, 1.2228]], "atomic_forces_ev_per_a": [[-1.14, 3.30, -0.69], [-0.21, -3.70, -1.47], [-2.37, 2.81, -2.45], [-1.55, 1.96, 1.33], [-2.00, -4.29, 1.04], [-0.41, 3.70, -3.03], [-1.54, -1.82, 3.29], [5.33, 0.16, 0.40], [1.22, 0.62, 0.10], [1.48, -1.80, 0.70], [0.55, -2.91, -0.64], [0.73, -0.11, 1.24], [0.45, 1.43, 2.16], [0.47, -2.78, -1.94], [0.99, 2.13, -1.54], [-0.62, -0.29, 1.16], [-0.08, 2.00, -0.42], [-0.54, 1.06, 1.43], [0.01, -0.36, -0.05], [-0.75, -1.12, -0.64]]}


{"formula": "C13H15N3", "method": "wB97M-V/def2-TZVPD", "lumo_energy_ev": 0.69, "relative_energy_ev": 0.000, "smiles": "Cc1c[nH]c2ccccc12.Cc1c[nH]cn1", "fmax_ev_per_a": 1.836, "elements": ["C", "C", "C", "N", "C", "C", "C", "C", "C", "C", "H", "H", "H", "H", "H", "H", "H", "H", "H", "C", "C", "C", "N", "C", "N", "H", "H", "H", "H", "H", "H"], "coordinates": [[1.2831, 3.6445, -1.0820], [1.8009, 2.3090, -0.6213], [2.7835, 1.9829, 0.2443], [2.8801, 0.6066, 0.3467], [1.9230, 0.0173, -0.4396], [1.7732, -1.2962, -0.8591], [0.8360, -1.6006, -1.8293], [0.1221, -0.5737, -2.4431], [0.3015, 0.7476, -2.0822], [1.2290, 1.0698, -1.1009], [0.2689, 3.8524, -0.7441], [1.2744, 3.5970, -2.1709], [1.8471, 4.4657, -0.6530], [3.4960, 2.6174, 0.7450], [3.6700, 0.1043, 0.6854], [2.3570, -2.0462, -0.3286], [0.6888, -2.6255, -2.1382], [-0.6980, -0.8066, -3.0950], [-0.2966, 1.4867, -2.5979], [-4.1253, -0.9878, 1.7915], [-2.7062, -1.4326, 1.7696], [-1.6195, -0.7386, 1.3159], [-0.5879, -1.6274, 1.3885], [-1.0556, -2.7805, 1.9084], [-2.3482, -2.7015, 2.1002], [-4.7634, -1.8267, 1.5123], [-4.3108, -0.0701, 1.2401], [-4.3806, -0.7429, 2.8247], [-1.6085, 0.2382, 0.8646], [0.3604, -1.3237, 1.2487], [-0.3945, -3.5586, 2.1994]], "atomic_forces_ev_per_a": [[0.15, -0.47, 0.46], [-1.19, 0.31, -0.27], [0.41, -0.13, -0.20], [-0.30, -0.23, 0.40], [0.06, 0.97, -1.56], [0.17, -0.52, 0.82], [0.45, 0.07, 0.10], [-0.47, 0.12, 0.55], [-0.32, -0.10, -0.25], [0.60, -0.21, 0.67], [-0.25, -0.37, -0.04], [0.11, 0.62, -0.02], [0.45, 0.14, -0.44], [-0.08, 0.01, 0.13], [0.34, -0.04, 0.32], [-0.08, -0.23, -0.37], [-0.05, -0.04, 0.07], [0.00, -0.17, -0.50], [0.09, 0.25, 0.11], [0.00, -0.13, 1.03], [-0.18, 0.39, -0.98], [-0.96, -0.21, -0.02], [0.85, 0.98, 0.09], [-0.28, 0.74, -0.10], [-0.05, -0.67, 0.68], [-0.11, 0.29, -0.28], [0.01, -0.20, -0.40], [-0.18, -0.06, 0.11], [0.48, 0.00, 0.04], [0.15, -0.43, -0.12], [0.19, -0.68, -0.03]]}